Entry w
Formula: C34H35N12Ti
Source: OMol25
Level of theory: ωB97M-V/def2-TZVPD

The geometry in XYZ format:
```
82
Properties=species:S:1:pos:R:3:mulliken_charge:R:1
C 2.6707 -2.7377 -0.9647 0.8218
C -0.5590 1.4713 2.5016 1.1879
H -5.3284 2.0324 -1.4511 0.4238
H -2.9710 -0.2798 0.8777 0.3929
H -1.7488 1.6026 -3.5890 0.4480
N 1.1821 -0.7990 -1.2041 2.1268
C 1.3237 2.2012 3.9881 -1.0350
H -3.1631 -0.4508 -2.7180 0.2055
H -4.4077 1.4382 1.8609 0.4311
C -1.8093 -3.2354 1.7198 0.0363
H 6.0337 -2.7550 -0.5002 0.4265
N -0.3329 -2.2812 2.9371 -0.5080
H -0.0776 4.1603 -0.0109 0.4802
C -1.1318 0.5258 1.6396 1.2693
N -2.6044 -3.5777 0.6541 0.0124
C -1.3903 2.4874 2.9939 -0.6834
H 2.8815 2.7384 5.3420 0.4160
C -2.2719 -3.2316 -0.6287 -0.0787
C 5.0388 -2.3577 -0.6547 -1.0091
H 0.9816 -1.0327 -4.3820 0.4738
H 3.5617 -0.6920 2.8886 0.5091
H 3.2880 1.3625 -2.0425 0.2881
C -2.7523 2.5028 2.7435 -1.3257
H 2.4504 1.3369 -0.5020 -0.0029
N -2.7491 -3.8236 -1.7106 -0.6249
N -0.9212 -3.1779 3.6280 -0.8055
C -3.7441 -0.1088 -1.8605 -1.1536
H -2.3185 4.8232 -0.2616 0.4314
C -3.3358 1.2631 -1.4165 1.2249
C 2.4933 -1.3504 -1.0538 -2.5634
H -3.1821 -4.3945 0.7670 0.3096
H 4.2073 1.5478 -0.5494 0.5203
C -3.9289 3.5328 -0.8356 -1.1012
C 0.8418 -0.3255 -2.3905 0.9002
H 1.8622 -4.7081 -1.1483 0.6385
C 3.9611 -3.2200 -0.7708 -1.2687
H -1.0085 0.2266 -4.4212 0.4464
C -0.3579 0.4586 -2.4174 0.7057
C 3.3860 0.9981 4.1907 -0.8566
C 1.6937 0.3050 2.6114 0.1113
H 4.1158 -4.2903 -0.7099 0.4792
C 1.6272 -0.5580 -3.6394 -2.0825
N -1.3766 -2.2595 -2.3103 -0.0983
C -3.3378 1.4778 2.0192 -1.0495
H 0.3102 2.4412 0.1189 -0.1030
C -0.8299 1.0383 -3.7117 -2.0881
Ti -0.3635 -0.8194 0.2202 -1.9928
C -0.1712 3.1949 -0.5064 -1.2959
H -3.3556 3.3064 3.1468 0.3933
H -4.7985 -0.1211 -2.1309 0.5434
H 0.9020 -3.4615 -1.9659 0.1893
C 0.8384 1.3424 2.9904 0.8454
C -2.6011 3.8288 -0.5869 -0.8720
H -4.6872 4.2945 -0.7037 0.4097
C 3.5727 -0.4615 -0.9328 2.5489
H 2.1767 -0.5414 0.8886 -0.2216
H 2.4835 -1.2043 -3.4668 0.4508
N -1.8763 -3.8002 2.9107 -0.5773
H 0.3823 3.2431 -1.4495 0.3124
N -0.8645 -2.2820 1.6775 1.5526
H 0.7044 3.0068 4.3493 0.3342
C 4.8440 -0.9893 -0.7318 -1.1445
C 3.3680 1.0253 -1.0056 -1.2185
C -1.6135 2.8627 -0.7446 0.8339
H 5.6850 -0.3142 -0.6290 0.4948
C 2.5647 2.0473 4.5716 -0.9197
H 1.9783 0.3822 -4.0709 0.3869
H 4.3536 0.8502 4.6513 0.3990
N -1.4224 -2.2432 -0.9483 1.2213
H 1.5001 -1.5708 1.9404 0.5216
H 0.8453 -3.6108 -0.2211 0.0284
N -0.9676 0.5931 -1.2571 2.5984
H -0.9888 3.2880 3.5974 0.3553
C -1.9999 1.5825 -1.1517 -1.2224
N 1.4030 -0.6382 1.5377 0.5498
C -4.2885 2.2626 -1.2519 -1.1106
N -2.1501 -3.1857 -2.7316 -0.8681
C 2.9391 0.1359 3.2106 -0.5392
C -2.5078 0.5081 1.4783 0.1461
C 1.5105 -3.6799 -1.0869 -0.9300
H -3.5914 -0.8539 -1.0746 0.1011
H -0.0761 1.6969 -4.1493 0.4173
```

- 2S+1 = 2

=====

Entry x
Formula: C34H35N12Ti
Source: OMol25
Level of theory: ωB97M-V/def2-TZVPD

The geometry in XYZ format:
```
82
Properties=species:S:1:pos:R:3:mulliken_charge:R:1
N -1.0944 -3.8074 2.6416 -0.5540
C -1.5646 -0.8547 -4.2539 -0.7398
C -1.5374 -0.9843 -2.8666 0.9747
C 0.6426 1.8884 3.4883 1.4953
N -2.1490 -3.4581 1.8740 -0.8757
H 1.7763 2.7699 5.0644 0.4617
H 3.5186 -4.1518 -3.3021 0.3850
H -2.3155 -0.9273 2.8572 0.1556
H -1.2622 2.4908 -4.5635 0.4434
C 1.3077 -1.7442 -1.1546 1.4017
N -0.7034 0.7659 1.7871 0.9479
C 2.8902 -3.4956 -2.7138 -0.8594
H 2.2638 3.8527 -3.8829 0.4167
C -1.2906 1.4412 -2.7083 2.2687
H 2.1447 2.1795 1.9992 0.3813
H 2.1773 -5.0447 -1.4059 0.4832
N 1.8198 -0.9453 1.7280 1.3187
C 2.8338 -2.1457 -3.0081 -1.0158
H -2.9188 -0.6000 4.4822 0.5396
H -2.6771 -2.7733 -2.6989 0.6089
C -1.3350 1.5180 -4.0926 -0.5096
H -3.6989 0.5915 -1.5259 0.3898
N 3.7981 -0.8221 2.5687 -0.9803
C 1.3167 2.7344 2.4459 -1.6531
N 3.2243 -1.9005 3.1285 -0.6292
C -3.5848 1.0173 -0.5328 -2.3648
H -1.4818 0.4519 -5.9473 0.4222
C -1.4569 0.3767 -4.8678 -1.1037
H -1.7010 -1.8368 4.2224 0.5570
H -0.7281 2.6096 -0.9588 0.1512
H -3.6940 1.0378 2.5829 0.3667
C 2.1831 2.8230 -3.5597 -0.4521
N -1.8710 -2.4607 1.1296 -0.3973
C -1.3660 0.1734 -2.1021 -0.9432
C 1.0163 2.0396 4.8150 -0.9592
H 0.7529 1.3842 6.8405 0.4051
C 2.1485 0.4762 -4.0396 -0.8074
H -3.4523 2.5179 1.6657 0.6410
C -0.1539 -2.9455 2.3141 -0.1647
C 1.3877 -3.1205 -0.8888 -0.3023
C -2.2312 0.7190 0.0292 0.7485
N 1.7254 0.9653 -0.3784 0.5173
H 3.4401 -1.7586 -3.8169 0.5345
H -1.6923 -1.7500 -4.8509 0.4819
C -1.2084 2.7290 -1.9304 -2.1415
C 2.2249 1.7865 -4.4779 -1.1884
C 2.0200 -1.9465 2.5918 0.2263
H 1.3266 -3.6100 3.5609 0.2609
H -0.9401 -3.0142 -2.5245 0.3099
H 0.6214 3.0551 1.6660 0.2073
C 2.1505 -3.9906 -1.6520 -1.0652
N -0.5713 -2.0920 1.3647 1.7542
C 2.0277 2.5279 -2.2162 -1.1139
N 2.9989 -0.2538 1.7500 -0.7073
N 1.0834 -2.8993 2.8920 0.0543
C 2.0212 0.1518 -2.6873 0.8325
H -4.3472 0.5851 0.1189 0.5577
C 0.4423 1.2666 5.8109 -1.0295
C -1.7651 -2.3461 -2.2766 -2.0652
H 1.7420 3.6268 2.9030 0.6107
H 2.5877 0.6142 0.0646 0.7356
C -2.9384 1.7482 2.2411 -2.2744
H 1.5379 1.8511 0.0776 -0.1389
H -1.8797 -2.3270 -1.1973 0.1899
H 2.1680 -0.3251 -4.7659 0.5396
H 1.9888 3.3282 -1.4848 0.4373
C -1.9118 1.0607 1.3923 1.4791
H -0.9894 -0.2621 6.2465 0.4684
C 2.0393 -1.2711 -2.2593 0.6006
C -0.3467 0.9487 3.1625 -1.1367
C -2.0275 -0.8466 3.9012 -2.1157
H -3.7806 2.0895 -0.5897 0.4310
H -0.6445 3.4665 -2.4971 0.5594
H -2.4797 2.2021 3.1161 0.3762
Ti 0.3225 -0.5952 0.3259 -1.8156
C -0.9487 0.1717 4.1588 2.0434
H -2.2045 3.1423 -1.7604 0.4069
C -0.5298 0.3460 5.4764 -0.7895
H 2.3181 1.9957 -5.5355 0.4098
H 0.8306 -3.5446 -0.0621 0.3878
N -1.2670 0.1202 -0.6624 1.0660
C 1.9209 1.2131 -1.7859 0.4508
```

- 2S+1 = 2

=====

Which structure loses on stability? entry w does.

=====

Entry w
Formula: C5H6Br2
Source: OMol25
Level of theory: ωB97M-V/def2-TZVPD

The geometry in XYZ format:
```
13
Properties=species:S:1:pos:R:3:mulliken_charge:R:1
C 1.4552 -0.2621 -0.4053 -0.7653
Br -0.0052 -2.2109 1.0370 -0.0351
C -0.7266 1.5849 2.1822 -0.1381
H -0.8337 -1.2564 -1.8564 0.3645
H -1.0172 0.4760 -1.5188 0.3435
H 1.7990 -0.9288 -1.2006 0.4228
Br 1.6223 1.5536 -1.1098 -0.1307
C -1.0134 -0.5172 -1.0705 -1.2498
H -1.9952 -0.7068 -0.6419 0.3938
H 2.1338 -0.3266 0.4463 0.4356
C -0.4780 0.8938 1.2417 -0.5600
C 0.0466 -0.5943 -0.0154 0.4652
H -0.9878 2.2948 2.9114 0.4536
```

=====

Entry x
Formula: C5H6Br2
Source: OMol25
Level of theory: ωB97M-V/def2-TZVPD

The geometry in XYZ format:
```
13
Properties=species:S:1:pos:R:3:mulliken_charge:R:1
H 0.0169 1.3691 -1.5734 0.2345
C -0.8980 -0.9699 -0.6491 -0.7028
C -0.0953 -0.0674 0.1055 1.0405
H -1.4225 1.5785 -0.0245 0.2293
C 0.8568 -1.0116 0.7777 -0.9275
Br -2.6436 -1.4747 -0.0811 -0.1220
H -0.2745 -1.8484 -0.9433 0.4065
C -0.4509 1.3398 0.4765 -0.2499
C 0.4961 1.0997 -0.6108 -0.8426
H -0.2140 1.8362 1.5095 0.2524
H 1.5121 1.2398 -0.5496 0.3638
Br 2.4830 -1.5165 -0.1155 -0.1036
H 0.6340 -1.5744 1.6782 0.4215
```

=====

Which structure loses on stability? entry x does.

=====

Entry w
Formula: C2HClN2O2
Source: OMol25
Level of theory: ωB97M-V/def2-TZVPD

The geometry in XYZ format:
```
8
Properties=species:S:1:pos:R:3:mulliken_charge:R:1
C 0.0988 0.7736 -0.4213 0.4958
Cl -0.3585 1.0990 -1.9667 -0.1662
O -0.5293 -1.7304 -0.1711 -0.5060
N 0.5372 -0.4867 1.3547 -0.3410
O 0.8576 0.8666 1.5712 -0.0104
H -1.2085 -1.5887 -1.0260 0.3580
N 0.6589 1.5233 0.4423 -0.2761
C -0.0561 -0.4567 0.2170 0.4459
```

- structure (SMILES) = Oc1nonc1Cl

=====

Entry x
Formula: C2HClN2O2
Source: OMol25
Level of theory: ωB97M-V/def2-TZVPD

The geometry in XYZ format:
```
8
Properties=species:S:1:pos:R:3:mulliken_charge:R:1
N 1.2058 -1.4276 0.0160 -0.1186
H 0.8777 2.0365 0.3720 0.4020
N 1.3486 -0.1827 -0.0096 -0.2277
C -0.8574 -0.5057 -0.0542 0.3756
C 0.1681 0.4168 -0.0624 0.3237
O 0.0049 1.7284 -0.1277 -0.5071
Cl -2.5497 -0.3201 -0.0109 -0.1162
O -0.1981 -1.7456 -0.1232 -0.1316
```

- structure (SMILES) = Oc1nnoc1Cl

=====

Which structure loses on stability? entry w does.